No. 1
Density functional theory data (wB97M-V/def2-TZVPD) for a structure of composition C35H36Cl5MnN2O4SSb2Si.

Structure (XYZ):
```
87
C35H36Cl5MnN2O4SSb2Si wB97M-V/def2-TZVPD
Mn -5.3276 -12.6094 -12.8930
C -9.1240 -5.8874 -13.6544
C -8.4554 -7.1555 -14.1294
C -8.5775 -7.6033 -15.4739
C -7.9822 -8.7858 -15.8753
C -7.1602 -9.4344 -14.9689
C -7.0149 -9.0463 -13.6314
C -7.6597 -7.9004 -13.2484
S -6.3799 -10.9551 -15.5028
O -5.8476 -10.7526 -16.8559
O -7.1956 -12.1085 -15.1519
N -5.1127 -11.1734 -14.4117
C -3.8617 -10.7909 -14.7604
C -3.5834 -9.7577 -15.6549
C -2.3421 -9.6691 -16.2818
C -1.4359 -10.6885 -16.0684
C -1.6321 -11.6354 -15.0261
C -0.6711 -12.6019 -14.6965
C -0.8278 -13.4516 -13.6271
C -2.0434 -13.4335 -12.9593
N -3.0415 -12.5445 -13.2434
C -2.8249 -11.6587 -14.2717
H -8.3991 -5.0859 -13.5167
H -9.5703 -5.9898 -12.6580
H -9.8316 -5.4885 -14.3717
H -9.1607 -7.0172 -16.1990
H -8.1061 -9.1336 -16.8712
H -6.3252 -9.5127 -12.8957
H -7.5787 -7.6636 -12.2052
H -4.3707 -9.0303 -15.8501
H -2.1107 -8.9268 -17.0087
H -0.6707 -10.8620 -16.7998
H 0.2927 -12.6277 -15.2546
H -0.0207 -14.0894 -13.3129
H -2.2426 -14.1845 -12.1869
Cl -12.6029 -12.5311 -12.4578
C -10.9449 -12.5004 -12.0325
C -10.4411 -11.4864 -11.1743
C -9.0684 -11.3486 -11.0101
Cl -8.5679 -10.2056 -9.8091
C -8.1590 -12.1421 -11.7932
O -6.9306 -11.7630 -11.8895
C -8.6991 -13.3081 -12.4778
C -7.9403 -14.3213 -13.1007
O -6.6761 -14.4090 -13.1684
C -10.1283 -13.4580 -12.6218
H -11.1570 -10.7650 -10.7621
H -8.5308 -15.1122 -13.5746
H -10.5893 -14.2029 -13.2608
C -4.9926 -15.8831 -8.6442
Sb -5.3490 -16.1145 -10.7943
C -6.8680 -17.6398 -10.6631
C -3.5066 -17.3525 -11.3140
C -3.7878 -18.4585 -12.2533
C -4.1431 -19.7276 -11.7362
C -4.4815 -20.7843 -12.5496
C -4.4068 -20.6437 -13.9510
C -4.0126 -19.4635 -14.5054
C -3.6088 -18.3439 -13.7178
C -2.9671 -17.2065 -14.3638
Sb -4.3073 -15.5196 -14.9617
C -3.4718 -14.7990 -16.8411
C -5.8547 -16.6891 -15.9424
H -5.5771 -15.0692 -8.2584
H -3.9323 -15.6373 -8.4849
H -5.2289 -16.7872 -8.1277
H -6.4466 -18.6568 -10.6428
H -7.5186 -17.5429 -11.5089
H -7.4251 -17.5003 -9.7529
H -3.2275 -17.7650 -10.3262
H -2.7980 -16.5969 -11.5878
H -4.1908 -19.8963 -10.6382
H -4.8215 -21.7231 -12.1264
H -4.7691 -21.4948 -14.5758
H -3.9706 -19.3518 -15.5986
H -2.6315 -17.5002 -15.3688
H -2.1317 -16.6382 -13.9098
H -3.2192 -15.6633 -17.4610
H -2.6123 -14.2051 -16.5530
H -4.1664 -14.1294 -17.3607
H -5.5081 -17.0293 -16.9151
H -6.7670 -16.1226 -16.0713
H -6.0963 -17.5239 -15.2803
Cl -5.1845 -10.0802 -10.0350
Si -3.6328 -11.2478 -10.9745
Cl -2.0771 -9.9847 -11.2469
Cl -2.8712 -12.8492 -9.7450
```

Properties
ΔE to the lowest compared entry with this formula, charge and spin ... 142.56 kJ/mol
Spin multiplicity ... 6
Net charge ... -1
Expectation value of S² ... 8.756
Strongest force on any atom ... 0.0623 hartree/bohr
LUMO level (spin up / spin down) ... 1.9758 / 1.9058 eV
Gap between HOMO and LUMO (spin up / spin down) ... 5.524 / 5.834 eV
HOMO energy (spin up / spin down) ... -3.5 / -3.9 eV



No. 2
Density functional theory data (wB97M-V/def2-TZVPD) for a structure of composition C23H28BN8O2Tb.

Structure (XYZ):
```
63
C23H28BN8O2Tb wB97M-V/def2-TZVPD
Tb 0.3448 0.3764 -1.8806
C -0.5028 4.3109 1.2447
C -0.7316 2.9895 1.8847
C -1.3134 2.6263 3.0844
C -1.3006 1.2419 3.1270
N -0.7415 0.7302 2.0213
N -0.3779 1.8293 1.2857
B -0.3744 -0.7553 1.5880
N -1.3227 -1.2728 0.5128
C -2.4821 -1.9537 0.6918
C -2.9840 -2.3144 -0.5314
C -2.0680 -1.8125 -1.4582
C -2.1051 -1.8763 -2.9536
N -1.0735 -1.1859 -0.8244
N 1.0996 -0.8432 1.2210
C 2.1472 -0.9757 2.0750
C 3.3148 -0.8373 1.3723
C 2.9095 -0.5845 0.0561
C 3.7448 -0.3110 -1.1559
N 1.5795 -0.5881 -0.0244
N -0.5583 -1.7374 2.8157
C -0.0018 -3.0676 2.8371
C -0.4902 -3.6929 3.9228
C -1.3497 -2.7533 4.5495
C -2.1624 -2.8667 5.7550
N -1.3632 -1.5574 3.7904
H -0.6261 5.0957 1.9861
H 0.4999 4.3786 0.8255
H -1.2301 4.4683 0.4464
H -1.7023 3.2911 3.8369
H -1.6689 0.5849 3.8982
H -2.8894 -2.1341 1.6743
H -3.8839 -2.8710 -0.7309
H -2.6270 -2.7696 -3.2919
H -2.6368 -1.0205 -3.3736
H -1.1045 -1.9294 -3.3881
H 1.9992 -1.1588 3.1288
H 4.3204 -0.9087 1.7517
H 4.7802 -0.6042 -0.9937
H 3.3985 -0.8769 -2.0249
H 3.7559 0.7554 -1.3933
H 0.6734 -3.3934 2.0614
H -0.2788 -4.6943 4.2612
H -1.8077 -3.6583 6.4101
H -2.2349 -1.9141 6.2803
H -3.1894 -3.1246 5.4490
C 2.6410 0.3550 -4.7385
C 1.5286 1.2020 -4.1689
C 0.2044 1.0042 -4.5709
C -0.7994 1.9253 -4.2362
C -0.4924 3.0434 -3.4720
C 0.8071 3.2131 -2.9989
C 1.8024 2.2932 -3.3290
H 2.3918 -0.7074 -4.7729
H 3.5712 0.4826 -4.1876
H 2.8230 0.6691 -5.7676
H -0.0157 0.2069 -5.2728
H -1.7932 1.8073 -4.6497
H -1.2469 3.7941 -3.2791
H 1.0650 4.0962 -2.4284
H 2.8306 2.4991 -3.0545
O 0.1739 1.7735 0.0639
O -0.8760 1.7078 -0.9575
```

Properties
ΔE to the lowest compared entry with this formula, charge and spin ... 249.80 kJ/mol
Spin multiplicity ... 8
Net charge ... +3
Expectation value of S² ... 16.359
Strongest force on any atom ... 0.0371 hartree/bohr
LUMO level (spin up / spin down) ... -9.9674 / -11.7436 eV
Gap between HOMO and LUMO (spin up / spin down) ... 7.925 / 6.152 eV
HOMO energy (spin up / spin down) ... -17.9 / -17.9 eV



No. 3
Density functional theory data (wB97M-V/def2-TZVPD) for the molecule C22H32N4O.

Structure (XYZ):
```
59
C22H32N4O wB97M-V/def2-TZVPD
C -2.9072 -3.4160 1.0182
N -2.3415 -2.4193 0.1563
C -2.9815 -1.5755 -0.7162
C -4.4494 -1.5593 -0.9123
C -5.2337 -0.8958 0.2585
N -5.0188 0.4997 0.5022
C -5.4030 1.3851 -0.5794
C -5.1849 2.8263 -0.1354
C -3.6860 3.1148 0.0174
C -2.9205 1.8257 0.3305
C -3.7801 0.8823 1.1683
N -2.1617 -0.7856 -1.3549
C -0.9082 -1.0862 -0.8915
C 0.3247 -0.5430 -1.2196
C 1.4494 -1.0451 -0.5795
N 2.6857 -0.4802 -0.9259
C 3.9359 -0.7577 -0.4603
O 4.1864 -1.6236 0.3485
C 4.9935 0.1435 -1.1033
C 4.8128 1.6055 -0.6698
C 5.1390 1.7817 0.8099
C 6.5777 1.3573 1.0831
C 6.7713 -0.1032 0.6924
C 6.4126 -0.3299 -0.7741
C 1.3440 -2.0689 0.3725
C 0.1217 -2.6139 0.7077
C -1.0019 -2.1176 0.0698
H -3.0237 -3.0342 2.0374
H -2.2477 -4.2847 1.0469
H -3.8819 -3.7261 0.6450
H -4.8243 -2.5794 -1.0259
H -4.6527 -1.0148 -1.8335
H -5.0164 -1.4322 1.1862
H -6.2997 -1.0254 0.0393
H -6.4638 1.2085 -0.7886
H -4.8375 1.2048 -1.5073
H -5.6333 3.5085 -0.8588
H -5.6948 2.9663 0.8188
H -3.5372 3.8434 0.8166
H -3.2915 3.5504 -0.9022
H -2.6431 1.3145 -0.5928
H -2.0002 2.0505 0.8724
H -4.0414 1.3795 2.1141
H -3.2011 -0.0102 1.4181
H 0.3960 0.2470 -1.9518
H 2.6135 0.2459 -1.6251
H 4.8486 0.0775 -2.1900
H 3.7924 1.9448 -0.8660
H 5.4882 2.2286 -1.2622
H 4.4608 1.1684 1.4071
H 4.9918 2.8257 1.0960
H 6.8123 1.4933 2.1406
H 7.2580 1.9884 0.5045
H 6.1334 -0.7331 1.3118
H 7.8084 -0.4015 0.8599
H 6.4970 -1.3930 -1.0062
H 7.1156 0.2150 -1.4100
H 2.2409 -2.4291 0.8458
H 0.0570 -3.3983 1.4465
```

Properties
ΔE to the lowest compared entry with this formula, charge and spin ... 30.37 kJ/mol
Strongest force on any atom ... 0.0153 hartree/bohr
LUMO level ... 0.7018 eV
Gap between HOMO and LUMO ... 8.470 eV
HOMO energy ... -7.8 eV
Structure (SMILES) ... Cn1c(CCN2CCCCC2)nc2cc(NC(=O)C3CCCCC3)ccc21



No. 4
Density functional theory data (wB97M-V/def2-TZVPD) for a structure of composition C4H17FeN2O.

Structure (XYZ):
```
25
C4H17FeN2O wB97M-V/def2-TZVPD
C 1.8341 -0.1920 -2.6400
Fe 0.8032 -0.1217 -0.8567
N -1.1710 -0.0672 1.7245
N -0.4720 -1.9021 -0.9922
H -1.2363 0.6602 0.9313
H -0.2119 -0.4133 1.5852
H 2.7435 0.4210 -2.5696
H 1.2829 0.1141 -3.5473
H 2.1387 -1.2523 -2.7011
H -1.4777 -1.7881 -1.1700
H -0.3851 -2.5912 -0.2406
H -0.1233 -2.3783 -1.8275
H -1.8556 -0.8325 1.6763
H -1.2625 0.4191 2.6243
C 1.2617 3.0300 -1.3352
C 0.5294 2.7447 -0.0396
C -0.6698 3.6902 0.0745
O 0.1459 1.4057 0.1112
H 0.5886 3.0185 -2.2053
H 2.0750 2.3292 -1.5410
H 1.7118 4.0296 -1.2750
H 1.2546 2.9877 0.7523
H -1.2551 3.6164 -0.8548
H -1.3343 3.4412 0.9069
H -0.3922 4.7456 0.2081
```

Properties
ΔE to the lowest compared entry with this formula, charge and spin ... 44.18 kJ/mol
Spin multiplicity ... 5
Net charge ... -1
Expectation value of S² ... 6.146
Strongest force on any atom ... 0.0293 hartree/bohr
LUMO level (spin up / spin down) ... 3.5467 / 3.4528 eV
Gap between HOMO and LUMO (spin up / spin down) ... 3.669 / 3.850 eV
HOMO energy (spin up / spin down) ... -0.1 / -0.4 eV



Look up the ΔE to the lowest compared entry with this formula, charge and spin of the second one. 249.80 kJ/mol